[1]
{
  "formula": "C17H48N4O5",
  "method": "the ωB97M-V functional and the def2-TZVPD basis",
  "smiles": "COC[C@H](C)N.COC[C@H](C)N.COC[C@H](C)N.COC[C@H](C)N.CO",
  "gap_ev": 9.627,
  "lumo_ha": 0.025,
  "symbols": ["C", "C", "C", "O", "C", "N", "H", "H", "H", "H", "H", "H", "H", "H", "H", "H", "H", "C", "C", "C", "O", "C", "N", "H", "H", "H", "H", "H", "H", "H", "H", "H", "H", "H", "C", "C", "C", "O", "C", "N", "H", "H", "H", "H", "H", "H", "H", "H", "H", "H", "H", "C", "C", "C", "O", "C", "N", "H", "H", "H", "H", "H", "H", "H", "H", "H", "H", "H", "C", "O", "H", "H", "H", "H"],
  "xyz": [[13.274, -0.884, 20.843], [14.793, -0.789, 21.001], [15.468, -1.036, 19.694], [16.856, -0.709, 19.656], [17.658, -1.297, 20.661], [15.083, 0.568, 21.493], [12.716, -0.916, 21.778], [13.036, -1.765, 20.238], [12.874, -0.024, 20.302], [15.085, -1.593, 21.696], [15.040, -0.373, 18.933], [15.351, -2.069, 19.341], [17.451, -2.371, 20.724], [17.530, -0.807, 21.629], [18.710, -1.179, 20.403], [14.723, 0.623, 22.445], [16.084, 0.716, 21.606], [20.052, 2.725, 17.406], [19.275, 1.430, 17.090], [19.971, 0.556, 16.062], [19.929, 1.237, 14.821], [20.461, 0.461, 13.778], [19.119, 0.742, 18.388], [20.970, 2.413, 17.909], [19.418, 3.356, 18.020], [20.367, 3.236, 16.494], [18.273, 1.709, 16.760], [19.393, -0.373, 16.010], [21.014, 0.400, 16.362], [20.233, 0.899, 12.805], [20.090, -0.568, 13.774], [21.560, 0.475, 13.826], [18.278, 0.206, 18.581], [19.970, 0.239, 18.598], [21.465, -3.138, 21.228], [22.671, -2.865, 20.340], [22.370, -1.879, 19.221], [21.167, -2.167, 18.552], [21.139, -3.323, 17.745], [23.850, -2.487, 21.144], [20.862, -3.880, 20.706], [20.899, -2.227, 21.434], [21.757, -3.545, 22.195], [22.968, -3.830, 19.905], [23.170, -1.725, 18.483], [22.294, -0.895, 19.706], [21.860, -3.268, 16.927], [20.117, -3.373, 17.371], [21.275, -4.235, 18.337], [23.563, -2.104, 22.038], [24.427, -1.781, 20.699], [20.971, 8.192, 15.832], [21.882, 7.025, 16.201], [21.442, 6.029, 17.255], [21.514, 6.543, 18.564], [21.494, 5.525, 19.540], [22.202, 6.305, 14.973], [20.098, 7.787, 15.314], [21.524, 8.856, 15.165], [20.638, 8.820, 16.658], [22.774, 7.485, 16.661], [22.201, 5.231, 17.230], [20.485, 5.586, 16.955], [22.472, 5.053, 19.674], [20.798, 4.741, 19.230], [21.137, 5.935, 20.480], [22.513, 6.940, 14.251], [22.936, 5.623, 15.117], [17.019, 3.449, 20.496], [17.914, 2.362, 20.477], [17.321, 4.245, 19.809], [16.010, 3.121, 20.199], [16.859, 3.786, 21.520], [18.201, 2.106, 19.574]]
}

=====

[2]
{
  "formula": "C33H36BrGaN4OS2",
  "method": "the ωB97M-V functional and the def2-TZVPD basis",
  "gap_ev": 6.911,
  "lumo_ha": -0.027,
  "symbols": ["Ga", "N", "C", "S", "N", "N", "C", "C", "C", "C", "C", "C", "C", "C", "C", "C", "C", "C", "N", "H", "H", "H", "H", "H", "H", "H", "H", "H", "H", "H", "C", "C", "C", "C", "C", "C", "C", "Br", "C", "O", "C", "C", "C", "C", "C", "C", "H", "H", "H", "H", "H", "H", "H", "H", "H", "H", "H", "H", "H", "H", "H", "H", "H", "H", "H", "H", "S", "C", "C", "C", "C", "C", "C", "H", "H", "H", "H", "H"],
  "xyz": [[-0.445, -1.510, 0.622], [2.499, -0.828, 3.837], [1.741, -1.130, 2.766], [0.044, -1.239, 2.991], [2.419, -1.339, 1.651], [1.685, -1.517, 0.557], [2.265, -1.808, -0.560], [3.728, -2.006, -0.676], [4.599, -0.948, -0.430], [5.968, -1.133, -0.537], [6.481, -2.378, -0.871], [5.617, -3.437, -1.107], [4.247, -3.253, -1.013], [1.389, -1.892, -1.730], [1.846, -2.165, -3.017], [0.936, -2.168, -4.061], [-0.402, -1.903, -3.803], [-0.778, -1.651, -2.496], [0.096, -1.644, -1.499], [2.089, -0.824, 4.752], [3.498, -0.887, 3.734], [4.199, 0.022, -0.163], [6.640, -0.305, -0.351], [7.551, -2.524, -0.945], [6.012, -4.414, -1.358], [3.574, -4.085, -1.186], [2.895, -2.355, -3.191], [1.266, -2.371, -5.071], [-1.136, -1.881, -4.596], [-1.808, -1.453, -2.220], [-6.157, 4.026, 0.333], [-4.702, 4.499, 0.357], [-4.462, 5.355, -0.895], [-4.491, 5.347, 1.619], [-3.716, 3.333, 0.367], [-4.117, 2.008, 0.402], [-3.166, 1.005, 0.403], [-3.809, -0.784, 0.465], [-1.779, 1.225, 0.360], [-0.866, 0.261, 0.298], [-1.370, 2.577, 0.358], [-2.347, 3.567, 0.355], [0.095, 3.053, 0.383], [0.313, 3.898, 1.651], [0.369, 3.914, -0.860], [1.144, 1.935, 0.411], [-6.820, 4.893, 0.317], [-6.402, 3.437, 1.219], [-6.364, 3.429, -0.558], [-5.170, 6.186, -0.931], [-4.596, 4.749, -1.793], [-3.453, 5.770, -0.913], [-5.200, 6.178, 1.646], [-3.483, 5.762, 1.658], [-4.642, 4.737, 2.511], [-5.159, 1.729, 0.427], [-2.013, 4.597, 0.352], [-0.329, 4.779, 1.675], [1.351, 4.237, 1.699], [0.102, 3.301, 2.540], [-0.273, 4.795, -0.897], [0.201, 3.336, -1.771], [1.406, 4.258, -0.855], [1.034, 1.314, 1.300], [2.138, 2.390, 0.432], [1.078, 1.295, -0.468], [-1.433, -3.587, 0.541], [-0.205, -4.865, 0.562], [0.692, -5.048, -0.488], [1.517, -6.162, -0.514], [1.453, -7.103, 0.504], [0.575, -6.912, 1.562], [-0.245, -5.795, 1.598], [0.719, -4.326, -1.295], [2.191, -6.308, -1.350], [2.087, -7.979, 0.474], [0.517, -7.644, 2.358], [-0.929, -5.633, 2.421]]
}

=====

One value per record, in order, for DFT total energy: -34602.4465, -186905.8493 eV.